Here is a molecular structure, C28H42As3N2O9P2Ti from the Open Molecules 2025 dataset. Energies are from ωB97M-V with the def2-TZVPD basis set.

Geometry as XYZ:
```
87
Properties=species:S:1:pos:R:3
Ti -2.23709 2.70293 0.65264
C -3.63145 5.37977 2.15744
O -2.89923 4.08520 2.26563
C -2.92818 3.32568 3.44656
C -2.76560 3.96786 4.69439
C -2.17733 3.22274 5.77314
C -2.28163 1.82757 5.70762
C -2.63414 1.22488 4.44829
C -2.87396 1.92518 3.30289
N -2.97473 1.42265 1.98251
N -3.15639 0.06953 1.96556
C -3.36113 -0.50881 0.74694
C -3.42739 0.22669 -0.48476
O -2.91085 1.46899 -0.55568
C -4.10679 -0.34850 -1.60025
C -4.67975 -1.60707 -1.48921
C -4.48422 -2.46489 -0.36248
C -4.97966 -3.80399 -0.24616
C -4.80976 -4.55528 0.88838
C -3.95121 -4.03107 1.91728
C -3.45315 -2.75190 1.83552
C -3.78874 -1.93442 0.74267
H -3.04425 6.02021 2.77195
H -4.62567 5.22699 2.45162
H -3.48421 5.56735 1.10143
H -3.08492 4.99580 4.76087
H -1.65949 3.82983 6.49118
H -2.05607 1.16366 6.51603
H -2.70718 0.18073 4.37850
H -4.13909 0.20278 -2.54574
H -5.42240 -1.87864 -2.25899
H -5.39764 -4.19805 -1.16357
H -5.36235 -5.45269 1.17118
H -3.59482 -4.66016 2.75012
H -2.86794 -2.32509 2.64358
C 3.28042 0.31224 1.33302
As 3.36370 -1.49501 0.45089
C 4.91230 -2.06556 1.56913
C 4.44009 -1.30872 -1.35108
C 3.84809 -1.62263 -2.71701
C 4.99623 -1.96233 -3.70796
C 3.01869 -0.40379 -3.25886
As 1.76503 0.59960 -2.06678
C 1.88455 2.43592 -2.69107
C -0.04497 -0.00825 -2.62823
C 2.94768 -2.89880 -2.58239
As 3.70521 -4.77581 -2.46425
C 3.20401 -5.14490 -0.51745
C 2.08712 -5.79879 -3.09485
H 3.50096 1.16985 0.62431
H 4.02543 0.44509 2.14567
H 2.24198 0.45262 1.62315
H 5.75714 -1.40897 1.36433
H 5.30722 -3.11821 1.45977
H 4.64584 -1.90679 2.65986
H 5.24801 -2.01482 -1.02156
H 4.78288 -0.24089 -1.37326
H 5.69934 -1.10670 -3.90310
H 4.61689 -2.23011 -4.67310
H 5.64328 -2.75185 -3.33118
H 2.38559 -0.69860 -4.10590
H 3.67701 0.35123 -3.62143
H 2.73381 2.78267 -2.07965
H 0.93353 2.97927 -2.48563
H 2.19653 2.52772 -3.75524
H -0.11085 -1.09948 -2.66929
H -0.14672 0.47638 -3.66102
H -0.82741 0.35163 -1.95532
H 2.30408 -3.01170 -3.44762
H 2.23774 -2.78634 -1.74491
H 4.06158 -5.03528 0.16229
H 2.80948 -6.11552 -0.33476
H 2.52732 -4.38856 -0.19851
H 1.99092 -5.87543 -4.17495
H 1.14600 -5.41653 -2.61835
H 2.18990 -6.84288 -2.75837
O -1.76453 6.52574 -1.16334
P -1.29259 5.08011 -0.93714
O -0.58304 4.45626 -2.08917
O -2.55802 4.37831 -0.36749
O -0.29009 5.13196 0.41018
P 0.39023 3.95783 1.22875
O 1.78845 3.77777 0.51640
O 0.28765 4.11187 2.69979
O -0.40967 2.55567 0.88313
H -1.14115 7.21148 -1.48990
H 2.54552 3.94560 1.05237
```

Summary:
E   -10118.5237 a.u.
Gap between HOMO and LUMO (spin up / spin down)   5.9561 / 6.0897 eV
Energy above the lowest of the compared OMol25 structures with the same formula, charge and spin   276.8 kJ/mol
Multiplicity   2